Entry 1:
Below is an isolated ion of composition C4H6N3O2 and charge -1 at a distorted geometry, with properties calculated with ωB97M-V/def2-TZVPD.

Each line ends with the natural charge from an NBO analysis.
Element x y z (Å)
C (0.76550, 0.10259, 0.77113)  -0.249
C (2.42830, 0.70204, 0.70303)  -0.097
C (-0.45839, -1.04540, 0.38325)  0.670
C (-2.46081, 0.17534, -0.62665)  -0.438
N (-0.07490, 0.89174, -0.17691)  -0.450
N (-1.18000, 0.01860, 0.06790)  -0.328
N (2.99033, -0.16170, -0.11919)  -0.210
O (4.25241, -0.11260, -0.51657)  -0.702
O (-0.56450, -2.26975, 0.55319)  -0.643
H (0.46781, 0.16420, 1.77334)  0.159
H (-3.31431, 0.53207, 0.10088)  0.194
H (-2.20795, 0.93197, -1.41552)  0.216
H (-2.77740, -0.83106, -1.10489)  0.216
H (-0.33974, 1.84966, 0.12891)  0.330
H (2.47366, -0.94771, -0.52190)  0.332

Results
F_max = 5.1 eV Å⁻¹
E_HOMO = -3.120 eV
energy relative to the best compared isomer or geometry (same formula, charge and spin) = 694.1 kJ/mol
gap between HOMO and LUMO = 6.35 eV
total energy = -12804.6657 eV
net charge = -1

=====

Entry 2:
Below is an isolated ion of composition C4H6N3O3 and charge +1 at a distorted geometry, with properties calculated with ωB97M-V/def2-TZVPD.

Each line ends with the natural charge from an NBO analysis.
Element x y z (Å)
C (-0.44343, 0.37042, -2.18998)  0.182
C (0.48092, 0.39590, -1.14096)  -0.106
C (-0.21265, 0.03550, 0.28579)  0.734
C (-2.31325, -0.74754, 1.23884)  -0.281
N (-1.21005, 0.45302, -3.03401)  -0.157
N (1.78322, 0.53119, -1.36918)  0.470
N (0.54967, 0.14180, 1.36849)  -0.734
O (2.60311, 0.52168, -0.27905)  -0.556
O (2.24068, 0.62603, -2.46356)  -0.279
O (-1.42236, -0.37092, 0.14474)  -0.407
H (-1.81094, -0.89692, 2.27714)  0.208
H (-2.66997, -1.80344, 0.94838)  0.247
H (-3.13002, -0.04948, 1.21679)  0.242
H (0.45891, -0.17172, 2.28158)  0.437
H (3.55679, 0.61842, -0.41671)  0.550
H (1.53937, 0.34606, 1.13169)  0.449

Results
F_max = 4.7 eV Å⁻¹
E_HOMO = -14.104 eV
SMILES = CO/C(N)=C(\C#N)[N+](=O)O
energy relative to the best compared isomer or geometry (same formula, charge and spin) = 622.4 kJ/mol
gap between HOMO and LUMO = 8.90 eV
total energy = -14845.8049 eV
net charge = +1

=====

Entry 3:
Below is one molecule with the formula C4H6N4 at a distorted geometry, with properties calculated with ωB97M-V/def2-TZVPD.

Each line ends with the natural charge from an NBO analysis.
Element x y z (Å)
C (-1.72227, 0.48989, -0.17024)  0.232
C (1.11973, -1.50662, 0.02687)  0.300
C (2.08779, 0.69449, -0.08684)  -0.042
C (0.85421, 1.30603, 0.21078)  -0.098
H (-3.53724, -0.20974, -0.33846)  0.376
H (-2.32300, 1.55112, -0.30107)  0.207
H (-0.93650, -1.25764, 0.21945)  0.427
H (1.11185, -2.55800, 0.02832)  0.197
H (3.26953, 1.08071, 0.16321)  0.238
H (0.59350, 2.31072, 0.23761)  0.216
N (-2.45505, -0.64547, -0.05161)  -0.775
N (-0.25405, 0.41506, -0.01051)  -0.287
N (-0.02143, -0.89360, 0.40683)  -0.453
N (2.21294, -0.77696, -0.33434)  -0.539

Results
F_max = 5.9 eV Å⁻¹
E_HOMO = -7.487 eV
SMILES = [H]/N=C/N1C=CN=CN1
energy relative to the best compared isomer or geometry (same formula, charge and spin) = 534.2 kJ/mol
gap between HOMO and LUMO = 8.13 eV
total energy = -10200.4033 eV

=====

Entry 4:
Below is one molecule with the formula C4H6N4 at a distorted geometry, with properties calculated with ωB97M-V/def2-TZVPD.

Each line ends with the natural charge from an NBO analysis.
Element x y z (Å)
C (-1.78324, -0.78226, 0.41515)  -0.437
C (-0.49019, 1.10716, -0.43512)  -0.253
C (0.82687, 0.64757, -0.17938)  0.027
C (0.59975, -0.64162, -0.56849)  0.202
H (-1.25614, -0.67351, 1.52118)  0.168
H (-1.99121, -1.89010, 0.34281)  0.215
H (-2.75037, -0.28357, 0.21699)  0.217
H (-0.69215, 1.51548, -1.40206)  0.242
H (-0.96538, 1.39334, 0.51423)  0.219
H (2.80268, 1.47702, 0.37416)  0.428
N (-0.81277, -0.39068, -0.66509)  -0.395
N (2.13430, 0.64194, 0.25681)  -0.364
N (2.64602, -0.65573, 0.06649)  -0.050
N (1.73183, -1.46503, -0.45766)  -0.220

Results
F_max = 6.2 eV Å⁻¹
E_HOMO = -8.299 eV
SMILES = CN1Cc2[nH]nnc21
energy relative to the best compared isomer or geometry (same formula, charge and spin) = 525.8 kJ/mol
gap between HOMO and LUMO = 9.00 eV
total energy = -10200.4905 eV

=====

Entry 5:
Below is C4H6N4 as an isolated structure at a distorted geometry, with properties calculated with ωB97M-V/def2-TZVPD.

Each line ends with the natural charge from an NBO analysis.
Element x y z (Å)
C (-0.04654, 0.57823, -0.18094)  0.124
C (-1.57772, 0.55463, -0.07013)  -0.360
C (-1.90635, -0.69346, 0.00565)  -0.001
C (0.38473, -0.66859, -0.34778)  0.102
H (1.54305, 1.53145, 0.61324)  0.339
H (0.30344, 2.54796, 0.22285)  0.345
H (-2.29677, 1.32598, 0.22400)  0.228
H (-2.95599, -1.19986, -0.00866)  0.229
H (-0.82058, -2.43405, -0.26175)  0.406
H (2.68132, 0.30236, 0.13417)  0.277
N (1.10275, 1.64737, -0.25679)  -0.776
N (-0.83383, -1.37136, -0.01139)  -0.499
N (1.66137, -1.32884, -0.14507)  -0.142
N (2.76114, -0.79183, 0.08259)  -0.272

Results
F_max = 11.2 eV Å⁻¹
E_HOMO = -9.108 eV
energy relative to the best compared isomer or geometry (same formula, charge and spin) = 544.4 kJ/mol
gap between HOMO and LUMO = 9.49 eV
total energy = -10200.2975 eV

=====

Entry 6:
Below is one molecule with the formula C4H6N4 at a distorted geometry, with properties calculated with ωB97M-V/def2-TZVPD.

Each line ends with the natural charge from an NBO analysis.
Element x y z (Å)
C (0.98880, -0.32289, 0.38207)  -0.154
C (0.59104, 1.02607, 0.23572)  -0.140
C (-2.15257, 0.49974, -0.32792)  0.165
C (-0.47950, -0.76167, 0.04733)  0.258
H (1.64930, -1.11585, -1.43788)  0.365
H (2.48741, -1.52790, -0.08594)  0.369
H (1.49111, -0.35617, 1.30911)  0.233
H (0.31638, 1.65224, 1.27583)  0.221
H (1.13376, 1.72271, -0.50498)  0.238
H (-2.89030, 1.41199, -0.28224)  0.200
N (2.02124, -0.71158, -0.45571)  -0.804
N (-0.81499, 0.53937, -0.34320)  -0.395
N (-2.66878, -0.57649, -0.04243)  -0.270
N (-1.67290, -1.47957, 0.23024)  -0.285

Results
F_max = 8.7 eV Å⁻¹
E_HOMO = -9.548 eV
SMILES = N[C@H]1Cn2cnnc21
energy relative to the best compared isomer or geometry (same formula, charge and spin) = 455.3 kJ/mol
gap between HOMO and LUMO = 10.23 eV
total energy = -10201.2213 eV

=====

Entry 7:
Below is one molecule with the formula C4H6N4 at a distorted geometry, with properties calculated with ωB97M-V/def2-TZVPD.

Each line ends with the natural charge from an NBO analysis.
Element x y z (Å)
C (-0.05801, 0.94360, -1.69957)  -0.429
C (0.36641, -1.10808, -0.41024)  -0.209
C (0.57479, -0.28483, 0.98813)  -0.098
C (-0.54394, 0.22142, 0.34889)  0.283
H (0.85347, 1.35719, -1.15413)  0.200
H (-0.83431, 1.52085, -2.18127)  0.239
H (0.40574, 0.52368, -2.66451)  0.202
H (-0.36075, -2.14111, -0.33025)  0.227
H (1.40345, -1.33056, -0.95868)  0.220
H (0.62767, -0.74048, 2.94727)  0.396
N (-0.50278, -0.09876, -0.86737)  -0.448
N (0.06530, -0.38373, 2.26113)  -0.304
N (-0.73458, 0.55979, 2.45009)  0.002
N (-1.26246, 0.96104, 1.27051)  -0.281

Results
F_max = 11.3 eV Å⁻¹
E_HOMO = -9.408 eV
energy relative to the best compared isomer or geometry (same formula, charge and spin) = 692.5 kJ/mol
gap between HOMO and LUMO = 9.98 eV
total energy = -10198.7620 eV

=====

Entry 8:
Below is C4H6N4 as an isolated structure at a distorted geometry, with properties calculated with ωB97M-V/def2-TZVPD.

Each line ends with the natural charge from an NBO analysis.
Element x y z (Å)
C (-0.02112, -0.27835, -1.15238)  0.550
C (-0.22198, -0.22529, 1.05479)  0.345
C (0.32380, 0.93942, 1.80694)  -0.452
C (1.39480, 0.91613, 0.66288)  -0.187
H (-0.34775, 0.07574, -2.99456)  0.344
H (-1.97900, -1.02871, -1.28042)  0.399
H (-0.40417, 1.72571, 1.86039)  0.241
H (0.69740, 0.76260, 2.86559)  0.228
H (2.34421, 0.61921, 1.01516)  0.209
H (1.37128, 1.87000, 0.04412)  0.219
N (0.32561, 0.19164, -2.29776)  -0.760
N (-1.18512, -0.95199, -0.65676)  -0.454
N (-1.34399, -0.78076, 0.68690)  -0.265
N (0.69850, -0.19260, 0.01854)  -0.418

Results
F_max = 3.2 eV Å⁻¹
E_HOMO = -8.172 eV
energy relative to the best compared isomer or geometry (same formula, charge and spin) = 276.1 kJ/mol
gap between HOMO and LUMO = 9.15 eV
total energy = -10203.0785 eV

=====

Entry 9:
Below is a 2-piece molecular cluster, C4H6N4O overall at a distorted geometry, with properties calculated with ωB97M-V/def2-TZVPD.

Each line ends with the natural charge from an NBO analysis.
Element x y z (Å)
C (2.24833, -0.67655, -0.62939)  0.844
C (-3.24184, -0.63186, 0.04627)  -0.459
C (-1.94674, -0.87224, 0.40584)  -0.025
C (2.38477, 1.32374, 0.86806)  -0.421
N (-0.63591, -0.10314, -1.32549)  0.273
N (-0.17265, 0.25632, -2.26530)  -0.031
N (-0.80848, -0.49022, -0.22126)  -0.357
N (2.61931, 0.38817, -0.19699)  -0.538
O (2.09437, -1.56112, -1.37487)  -0.520
H (-4.10000, -1.01535, 0.51621)  0.209
H (-3.51894, -0.19443, -0.85446)  0.187
H (-1.75039, -1.17537, 1.44030)  0.208
H (2.64250, 2.41916, 0.66266)  0.219
H (1.30034, 1.26898, 1.12155)  0.206
H (2.88533, 1.06391, 1.80686)  0.206

Results
F_max = 3.7 eV Å⁻¹
E_HOMO = -8.928 eV
energy relative to the best compared isomer or geometry (same formula, charge and spin) = 335.9 kJ/mol
gap between HOMO and LUMO = 9.46 eV
total energy = -12249.4966 eV

=====

Look up the gap between HOMO and LUMO of the third one.
8.13 eV

=====

What is the E_HOMO in the ninth record?
-8.928 eV